C7H17ClINO3PW | ωB97M-V/def2-TZVPD

Calculated values
* E_HOMO (alpha / beta): -17.76 / -17.40 eV
* total energy: -46869.6847 eV

```
! wB97M-V def2-TZVPD RIJCOSX def2/J DEFGRID3
* xyz 3 3
C -0.42171 -0.69818 0.63330
I -0.73919 1.09994 1.94907
H -1.29901 -1.25753 0.99002
H 0.54197 -1.04008 1.06212
H -0.32851 -0.90277 -0.53388
W -0.81207 0.98643 -1.35240
P 0.07446 0.56245 -3.35165
C 1.61279 1.22996 -4.05916
C -0.55434 -0.73956 -4.40985
H -1.74148 2.23349 -2.44192
H -1.90947 1.69998 -4.08995
H -0.61347 2.89316 -3.62088
C -1.13557 1.95950 -3.36048
H -1.55186 -1.03635 -4.07337
H -0.57762 -0.39997 -5.44751
H 1.54350 1.21104 -5.15653
H 2.43380 0.59680 -3.69960
H 0.11024 -1.59735 -4.28221
H 1.79688 2.25167 -3.69787
C 1.00234 1.43379 -0.61781
O 2.13069 1.40079 -0.30627
Cl -2.95297 0.80901 -0.84015
N 1.22662 -0.90911 5.61716
C -0.20025 -1.27179 5.46075
C -0.29893 -1.71422 3.99141
O -1.43304 -1.99162 3.57416
O 0.82594 -1.67881 3.39153
H 1.67765 -1.67553 6.14121
H 1.33716 -0.02616 6.11547
H 1.56953 -0.91113 4.60605
H -0.46271 -2.09024 6.12973
H -0.85140 -0.42761 5.67950
*
```

C7H17ISi | ωB97M-V/def2-TZVPD

Calculated values
* SMILES string: C[SiH](C)I.C=C(C)CC
* E_HOMO: -9.30 eV
* ΔE to the lowest compared entry with this formula, charge and spin: 0.00 kJ/mol
* total energy: -23511.6943 eV

```
! wB97M-V def2-TZVPD RIJCOSX def2/J DEFGRID3
* xyz 0 1
C 0.94207 -2.76880 -2.20407
C -1.44165 -1.52813 -0.14020
C -1.28852 -0.02337 -2.15961
C 1.57604 2.14933 3.19291
C -1.13475 1.98103 1.45466
C 0.81144 -1.49897 -1.33294
C -0.69604 -1.06166 -1.13365
Si 0.74719 1.37681 1.54120
I 1.97517 2.32073 -0.40428
H 0.52118 -2.63011 -3.25089
H 2.07401 -2.94425 -2.24748
H 0.38604 -3.47765 -1.71219
H -2.44946 -1.35130 -0.28351
H -1.16247 -2.20988 0.65627
H 0.17094 -0.05551 2.11796
H -2.43568 0.13493 -2.19754
H -0.92667 1.01273 -1.79012
H -0.92034 -0.08684 -3.14340
H 2.62795 1.76864 3.57028
H 1.59319 3.24896 3.25171
H 0.85437 1.74596 3.88074
H -1.35050 2.14608 2.55346
H -1.40589 2.89718 0.83213
H -1.82013 1.14254 1.16534
H 1.32949 -1.63920 -0.38713
H 1.42300 -0.64926 -1.82963
*
```

C7H17N | ωB97M-V/def2-TZVPD

Calculated values
* SMILES string: [H]/N=C/C.CCC(C)C
* E_HOMO: -9.38 eV
* ΔE to the lowest compared entry with this formula, charge and spin: 141.30 kJ/mol
* total energy: -9023.7605 eV

```
! wB97M-V def2-TZVPD RIJCOSX def2/J DEFGRID3
* xyz 0 1
C 0.25144 0.68757 -1.32973
C -0.38530 -0.81973 -1.04744
C -0.21240 1.76672 -0.39785
C 1.76937 0.55765 -1.35480
C -1.90768 -0.86265 -0.97194
H -0.10815 0.90178 -2.34038
H -0.04796 -1.36261 -1.93134
H 0.08082 -1.33666 -0.21357
H -0.31344 1.35931 0.68034
H 0.47328 2.61213 -0.37412
H -1.21165 2.11794 -0.64601
H 2.21823 1.45967 -1.76934
H 2.08353 -0.28616 -1.96580
H 2.16167 0.41746 -0.34906
H -2.34350 0.00441 -1.46572
H -2.30395 -1.75660 -1.46451
H -2.26805 -0.86538 0.05690
C 1.20789 -0.70602 2.14911
C -0.27823 -0.71731 2.04493
N -0.92361 0.37411 2.06081
H -1.93616 0.28195 2.08493
H -0.74581 -1.70678 1.97106
H 1.59376 0.28727 1.93567
H 1.65599 -1.42970 1.47121
H 1.48990 -0.97837 3.16668
*
```

C7H17N | ωB97M-V/def2-TZVPD

Calculated values
* SMILES string: CCN[C@@H](C)C(C)C
* E_HOMO: -8.70 eV
* ΔE to the lowest compared entry with this formula, charge and spin: 262.46 kJ/mol
* total energy: -9022.5048 eV

```
! wB97M-V def2-TZVPD RIJCOSX def2/J DEFGRID3
* xyz 0 1
C -1.55994 -0.60156 -1.73598
N -0.34990 -0.05612 -1.10398
C -0.15235 -0.35313 0.38139
C 0.43754 0.90111 1.15499
C 0.25369 0.60878 2.69337
C 1.92984 1.20744 0.80575
C 0.63301 -1.70208 0.58916
C -1.45157 0.06773 -3.20842
H -2.32516 -0.06603 -1.11417
H -1.73262 -1.75378 -1.84243
H 0.59375 -0.53130 -1.60390
H -1.13014 -0.43910 0.79597
H -0.26164 1.83533 0.87034
H 0.95111 -0.02519 3.29946
H 0.12377 1.53485 3.33296
H -0.78093 0.43497 2.82574
H 2.51646 0.49494 1.46363
H 2.21273 1.23265 -0.22469
H 2.00737 2.20669 1.29891
H 0.87816 -1.80824 1.63587
H -0.00303 -2.51203 0.20239
H 1.63324 -1.54044 0.10070
H -1.75646 -0.56680 -3.94384
H -2.16711 1.01295 -3.19136
H -0.49984 0.41837 -3.48186
*
```

C7H17N | ωB97M-V/def2-TZVPD

Calculated values
* E_HOMO (alpha / beta): -14.69 / -14.68 eV
* ΔE to the lowest compared entry with this formula, charge and spin: 295.30 kJ/mol
* total energy: -9013.5575 eV

```
! wB97M-V def2-TZVPD RIJCOSX def2/J DEFGRID3
* xyz 1 2
C 1.04594 0.45167 -0.90487
C 1.71268 1.26351 -1.94750
C 2.36244 0.46361 -3.07998
C -0.28668 1.20677 -0.44276
N -1.13729 0.16511 0.34148
C -0.30587 -0.79667 1.16459
C -1.32630 -1.63315 1.93928
C -2.22179 -0.99971 3.00542
H 0.70207 -0.53823 -1.24789
H 1.76072 0.04297 -0.22601
H 2.49983 1.82694 -1.42512
H 1.04613 2.00751 -2.40797
H 2.13391 -0.68853 -2.94560
H 1.95507 0.79763 -4.06412
H 3.48224 0.69904 -3.18855
H 0.05587 2.02177 0.03917
H -0.83098 1.43025 -1.45780
H -1.75618 0.71353 0.87504
H 0.16768 -1.46336 0.36054
H 0.59708 -0.37023 1.70783
H -1.87768 -2.38107 1.08576
H -0.76001 -2.53568 2.30652
H -2.26744 -1.76251 3.75906
H -1.73286 -0.15234 3.46018
H -3.09702 -0.53978 2.57347
*
```

C7H17N2P | ωB97M-V/def2-TZVPD

Calculated values
* E_HOMO: -7.01 eV
* ΔE to the lowest compared entry with this formula, charge and spin: 20.78 kJ/mol
* total energy: -19800.3165 eV

```
! wB97M-V def2-TZVPD RIJCOSX def2/J DEFGRID3
* xyz 0 1
C -0.85343 -1.39366 0.97113
C -1.66260 -2.49944 0.33398
C 0.53805 -1.24225 0.33828
C -0.67922 -3.20238 -0.65441
C 0.46460 -2.23596 -0.92655
C 1.91573 3.43783 0.92604
C -0.61533 3.46447 0.39106
N 0.17481 -1.57007 -2.25640
N 0.69980 2.97121 0.16218
P 0.94923 1.79931 -0.97905
H -1.20444 -0.42120 0.68280
H -0.95966 -1.34743 2.05479
H -2.05752 -3.24864 1.02357
H -2.55542 -2.08386 -0.31603
H 0.83118 -0.23262 -0.00962
H 1.35769 -1.53154 0.96286
H -0.18484 -4.02159 -0.12252
H -1.18481 -3.51512 -1.58628
H 1.43806 -2.57949 -1.12695
H 1.67614 3.60629 1.94663
H 2.75455 2.71657 0.83330
H 2.29392 4.34760 0.41475
H -0.84438 3.70867 1.38590
H -0.70793 4.44681 -0.21609
H -1.35946 2.65735 0.19876
H 0.61160 -0.70179 -2.26115
H -0.83630 -1.32906 -2.17099
*
```